[1]
Computed, not measured: C5H8O as an isolated structure, with ωB97M-V/def2-TZVPD.

Calculated values
E_LUMO (eV): 1.13
HOMO level (eV): -9.05

The geometry in ORCA input format:
```
! RIJCOSX wB97M-V def2-TZVPD def2/J DEFGRID3
* xyz 0 1
C -1.62686 0.12793 0.29933
C -2.92138 -0.16787 0.28331
C 1.84664 0.61309 -0.79350
C 1.55188 -0.83404 -0.49406
O 1.55747 -0.49128 0.93022
C 1.82506 0.80196 0.52724
H -1.18432 0.79507 -0.43815
H -0.94461 -0.27916 1.04300
H -3.36584 -0.83105 1.02178
H -3.59374 0.24223 -0.46691
H 0.56785 -1.21460 -0.78420
H 2.33722 -1.56394 -0.70773
H 1.94678 1.59345 1.25907
H 2.00382 1.20821 -1.67942
*
```

[2]
Computed, not measured: a 2-piece molecular cluster, C5H8O overall, with ωB97M-V/def2-TZVPD.

Calculated values
E_LUMO (eV): 0.96
HOMO level (eV): -8.12

The geometry in ORCA input format:
```
! RIJCOSX wB97M-V def2-TZVPD def2/J DEFGRID3
* xyz 0 1
C -0.66587 -1.37739 0.26004
C -0.83122 0.08654 0.52872
C 0.37631 0.76841 1.13133
O 1.49356 0.41431 0.28109
C 1.04467 0.09468 -0.96136
C -0.36407 -0.38268 -0.83225
H 0.15347 -1.90782 0.73888
H -1.57324 -1.96350 0.13699
H -1.81452 0.52099 0.68608
H 0.62973 0.43301 2.14259
H 0.26258 1.86062 1.12759
H 1.53882 0.49883 -1.86816
H 0.80523 1.37630 -1.80879
H -0.98577 -0.34371 -1.71486
*
```

[3]
Computed, not measured: one molecule with the formula C5H8O, with ωB97M-V/def2-TZVPD.

Calculated values
E_LUMO (spin up / spin down) (eV): -1.22 / -0.38
HOMO level (spin up / spin down) (eV): -7.52 / -8.14

The geometry in ORCA input format:
```
! RIJCOSX wB97M-V def2-TZVPD def2/J DEFGRID3
* xyz 0 1
C 0.88060 0.93344 1.29387
C 1.16573 -0.31989 0.55407
C 0.27314 -0.97347 -0.31283
C -0.42353 0.04733 -1.18641
C -1.80438 -0.06746 -1.07560
O -2.33923 -0.84922 -0.24530
H -0.18648 1.16892 1.27820
H 1.25573 0.85882 2.32314
H 1.41685 1.78019 0.84141
H 2.18137 -0.71064 0.67344
H -0.75533 -1.26350 0.19666
H 0.67127 -1.87434 -0.78974
H 0.10970 0.78627 -1.76972
H -2.44542 0.48353 -1.78118
*
```

[4]
Computed, not measured: one molecule with the formula C5H8O, with ωB97M-V/def2-TZVPD.

Calculated values
E_LUMO (eV): 1.07
SMILES: C[C@]12CC[C@H]1O2
HOMO level (eV): -9.66

The geometry in ORCA input format:
```
! RIJCOSX wB97M-V def2-TZVPD def2/J DEFGRID3
* xyz 0 1
C -1.85430 0.56710 0.29568
C -0.53527 -0.03802 -0.09815
C 0.63110 -0.75655 0.71726
C 1.63397 -0.11675 -0.18949
C 0.44741 0.31748 -1.15645
O -0.49264 -0.72435 -1.35130
H -1.72200 1.25215 1.13744
H -2.57078 -0.20738 0.59665
H -2.29903 1.11693 -0.54274
H 1.29784 -0.73079 1.62113
H 0.53077 -1.82649 0.51375
H 2.05176 0.82249 0.18213
H 2.49372 -0.83173 0.13510
H 0.38746 1.15590 -1.86102
*
```

[5]
Computed, not measured: one molecule with the formula C5H8O, with ωB97M-V/def2-TZVPD.

Calculated values
E_LUMO (eV): 0.83
SMILES: C=C/C=C(\C)O
HOMO level (eV): -7.82

The geometry in ORCA input format:
```
! RIJCOSX wB97M-V def2-TZVPD def2/J DEFGRID3
* xyz 0 1
C -1.19722 0.91487 -2.11638
C -0.66673 0.62022 -0.93420
C 0.48015 -0.15665 -0.62425
C 0.56722 -0.65048 0.64452
C 0.23188 0.05652 1.92511
O 1.32546 -1.76033 0.89797
H -0.75709 0.54788 -3.03120
H -1.94335 1.68384 -2.22941
H -1.20089 0.76330 0.06336
H 1.08976 -0.54392 -1.43317
H 0.36949 1.13252 1.84712
H 0.87006 -0.31498 2.72466
H -0.80495 -0.14030 2.19308
H 1.63621 -2.15250 0.07279
*
```

[6]
Computed, not measured: one molecule with the formula C5H8O, with ωB97M-V/def2-TZVPD.

Calculated values
E_LUMO (eV): 0.94
SMILES: O=C1CCCC1
HOMO level (eV): -9.46

The geometry in ORCA input format:
```
! RIJCOSX wB97M-V def2-TZVPD def2/J DEFGRID3
* xyz 0 1
O -1.97523 -1.51924 -0.32470
C -0.97526 -0.87542 -0.11540
C 0.31675 -0.96077 -0.92535
C 1.13119 0.26986 -0.49215
C 0.37081 1.03277 0.62930
C -0.81244 0.15672 1.00763
H 0.76326 -1.95600 -0.76836
H 0.07593 -0.91989 -1.99338
H 2.21600 0.12827 -0.41506
H 0.92871 1.08429 -1.16326
H -0.03992 1.95184 0.13907
H 1.01580 1.39370 1.43155
H -0.65341 -0.39094 1.94173
H -1.72118 0.75228 1.10068
*
```